[1]
Entry from OMol25: a molecular structure, C34H54N4P2Si2V (ωB97M-V/def2-TZVPD).

Computed properties:
Energy (eV): -102111.263
Max |F| (eV/A): 4.6
Multiplicity: 4
<S²>: 3.7789
Relative energy (zero: lowest compared OMol25 entry of this formula, charge and spin) (kcal per mole): 15.7
Orbital gap (spin up / spin down) (eV): 7.549 / 7.253
E_LUMO (spin up / spin down) (eV): -0.27 / -0.98
HOMO energy (spin up / spin down) (Eh): -0.2875 / -0.3027

Each line ends with the Mulliken charge.
Cartesian coordinates (Å):
V (0.42781, -0.22826, 0.28308)  -0.897
P (0.67378, -1.84937, -1.23911)  1.503
P (2.37453, 0.58745, -0.54330)  0.975
Si (-1.05375, 1.93579, 2.20239)  0.268
Si (-1.73000, 2.20979, -0.90219)  -0.036
N (0.79532, -3.61354, -0.77680)  0.709
N (3.63393, 0.20658, 0.67772)  0.566
N (3.00496, 2.23965, -0.99604)  0.564
N (-0.36819, -2.09526, -2.67112)  0.628
C (5.83874, -4.99637, 0.30359)  -1.041
C (5.87946, -3.68767, -2.34860)  -1.180
C (6.79728, -2.45042, -2.15530)  -1.183
C (0.51049, -4.06700, 0.50774)  -0.583
C (0.48050, -5.46346, 0.49763)  -0.940
C (-0.13779, -1.71206, -3.98926)  -0.462
C (2.30853, -1.70088, -2.06014)  -0.622
C (3.34804, -0.27299, 1.95080)  -0.591
C (7.07527, -4.04762, 0.41744)  -0.811
C (-2.35403, -2.16137, -3.75376)  -0.798
C (-1.33811, -1.77633, -4.69435)  -0.693
C (4.21122, 4.11338, -1.42516)  -0.675
C (2.99588, -0.33047, -1.99634)  -1.328
C (5.00639, 0.27856, 0.53311)  0.175
C (4.61143, -4.33834, -0.24879)  -0.103
C (2.82677, 4.42851, -1.54946)  -1.390
C (4.63114, -3.86649, -1.51213)  0.172
C (6.81182, -1.84748, -0.77748)  -0.491
C (-2.89247, 1.65620, 2.52418)  -1.289
C (-1.45216, -1.29786, 0.83994)  -1.337
C (4.28970, 2.76073, -1.10786)  -0.295
C (0.82474, -5.88469, -0.83353)  -0.839
C (4.55238, -0.39904, 2.63521)  -0.850
C (-1.08882, 1.79017, -2.61337)  -0.740
C (5.60081, -0.01665, 1.75515)  -1.489
C (-0.12503, 0.84431, 3.41720)  -0.965
C (-0.47929, 1.66652, 0.41764)  1.956
C (6.80220, -2.56485, 0.35412)  -0.165
C (-1.88120, 4.08481, -0.79043)  -1.200
C (-0.68154, 3.73388, 2.62967)  -1.159
C (-3.45157, 1.46925, -0.77356)  -1.047
C (-1.73488, -2.33133, -2.52023)  -0.603
C (1.03019, -4.71912, -1.58662)  -0.616
C (2.11348, 3.26142, -1.29953)  0.205
H (-0.03991, 2.06849, -2.77799)  0.284
H (6.66524, 0.00592, 1.95758)  0.640
H (-1.18664, 0.71375, -2.80617)  -0.108
H (-0.46714, 1.16894, 4.41616)  0.477
H (0.47498, 2.21789, 0.27896)  -0.914
H (-2.40808, 4.42600, 0.10914)  0.294
H (-1.44624, -1.59641, -5.75612)  0.446
H (4.67603, -0.74470, 3.65405)  0.457
H (-0.82245, 3.87056, 3.71155)  0.362
H (-3.29843, 0.80123, 1.97101)  0.398
H (6.52393, -1.67309, -2.88955)  0.335
H (2.78051, 0.29504, -2.88372)  0.296
H (-2.45752, 4.42812, -1.66054)  0.378
H (0.96631, 0.97942, 3.34708)  0.242
H (-0.90735, 4.58925, -0.82281)  0.291
H (2.38777, 5.38653, -1.78751)  0.445
H (4.08838, -0.45506, -1.90869)  0.480
H (-0.35389, -0.22745, 3.31593)  0.197
H (2.90376, -2.39418, -1.45460)  -1.157
H (-1.71566, 2.33073, -3.34064)  0.578
H (-2.12873, -2.63235, -1.55940)  0.509
H (-1.76296, -0.86187, 1.80115)  0.356
H (7.79630, -4.33002, -0.36712)  0.247
H (5.65682, -5.45686, 1.28566)  0.325
H (7.82327, -2.74393, -2.44090)  0.418
H (7.03207, -0.77954, -0.77772)  0.974
H (0.85627, -1.46269, -4.32720)  0.414
H (5.05560, 4.78083, -1.52829)  0.470
H (5.54105, -3.66062, -3.40037)  0.367
H (2.25620, -2.08179, -3.08873)  1.466
H (5.44749, 0.47739, -0.43547)  0.307
H (5.17447, 2.17895, -0.94043)  0.423
H (3.70220, -3.84276, -2.10080)  0.574
H (1.04731, 3.07761, -1.31785)  -0.031
H (6.52660, -4.57445, -2.25673)  0.348
H (-3.03009, 1.45408, 3.59832)  0.426
H (2.31915, -0.49468, 2.24644)  0.461
H (-3.40251, -2.32876, -3.94759)  0.465
H (0.88712, -6.89734, -1.20107)  0.462
H (0.37498, -3.37078, 1.32311)  0.574
H (0.22083, -6.08904, 1.33588)  0.457
H (3.70814, -4.39074, 0.37475)  0.351
H (-1.33711, 4.44751, 2.11274)  0.283
H (0.35914, 3.99099, 2.38805)  0.292
H (-2.17697, -1.05172, 0.05091)  -0.213
H (-3.99853, 1.80231, 0.11779)  0.343
H (6.13585, -5.82376, -0.36744)  0.294
H (-3.43081, 0.37225, -0.78405)  0.267
H (-4.01796, 1.79992, -1.65923)  0.426
H (6.70030, -2.10434, 1.34335)  0.362
H (-1.36129, -2.38682, 0.93591)  0.612
H (-3.47938, 2.55122, 2.27225)  0.316
H (1.32447, -4.60539, -2.61899)  0.487
H (7.56206, -4.25602, 1.38770)  0.439

[2]
Entry from OMol25: a molecular structure, C34H55HfN4SSe3SiTe (ωB97M-V/def2-TZVPD).

Computed properties:
Energy (eV): -265469.949
Max |F| (eV/A): 1.8
Relative energy (zero: lowest compared OMol25 entry of this formula, charge and spin) (kcal per mole): 0.0
Orbital gap (eV): 6.751
E_LUMO (eV): 2.16
HOMO energy (Eh): -0.1686
Net charge: -1

Each line ends with the Mulliken charge.
Cartesian coordinates (Å):
Hf (-0.16961, -1.09893, -1.10172)  -0.808
Te (-1.55082, -2.90636, -3.96611)  -0.061
Se (-1.99112, -3.17532, -1.52595)  -0.127
Se (0.70345, -4.02175, -3.99406)  -0.336
Se (1.73522, -2.92810, -2.19992)  -0.064
S (-4.16714, 1.08315, -3.14795)  -0.437
Si (1.39442, 1.29263, -2.10204)  -0.208
N (-1.04403, -1.27844, 1.04910)  -0.001
N (-1.77956, -0.13016, -2.39984)  -0.022
N (1.75487, -1.05019, 0.64715)  0.850
N (1.52826, -0.64185, 1.89251)  0.602
C (1.01905, 3.65314, -3.93252)  -2.096
C (-0.87600, 2.96677, -2.49203)  -1.834
C (1.80723, 2.42895, -0.51479)  3.369
C (-4.30186, 0.33365, 3.42368)  -1.338
C (-3.45236, -1.39608, 1.81940)  -1.032
C (0.32034, 2.43156, -3.30315)  2.770
C (-2.22967, -0.51433, 1.50090)  2.471
C (3.93064, 2.12949, -3.35210)  -1.675
C (2.93966, -1.64943, 0.67389)  -0.495
C (-3.52621, 2.16170, 1.90210)  -1.363
C (-3.13008, 1.26165, 3.07565)  -0.006
C (0.83229, -4.35804, 1.90471)  0.136
C (-0.22412, 1.61227, -4.49275)  -1.629
C (-0.62738, -2.38369, 1.81572)  1.673
C (2.02435, 3.92595, -0.78408)  -2.168
C (-1.90366, 0.42549, 2.68656)  -1.240
C (0.55196, -4.52818, 3.26170)  -0.809
C (0.62042, 2.30322, 0.45472)  -1.899
C (-2.77757, 0.38713, -2.71490)  0.308
C (-3.85198, 1.28177, 0.69346)  0.560
C (3.07054, 1.96077, 0.22145)  -2.314
C (-4.66109, -0.52611, 2.20058)  0.262
C (0.21550, -3.33379, 1.21612)  0.243
C (-5.04112, 0.37842, 1.02280)  -1.569
C (3.97338, -0.02962, -2.17222)  -1.658
C (-0.33002, -3.66438, 3.88974)  0.407
C (3.08091, 0.89590, -3.01492)  2.588
C (2.77444, 0.15055, -4.32429)  -1.891
C (-2.65422, 0.39170, 0.34850)  -2.252
C (-0.89024, -2.59805, 3.18174)  -0.654
C (1.82136, -5.25724, 1.20008)  -1.788
C (3.47022, -1.63848, 1.97100)  -1.393
C (-0.70747, -3.86606, 5.33814)  -1.859
C (2.51552, -0.99150, 2.72605)  -0.470
H (0.42111, -3.25344, 0.15673)  0.122
H (2.28326, 4.42919, 0.16306)  0.541
H (-4.08542, 1.90354, -0.17081)  0.517
H (0.25122, 4.32994, -4.33863)  0.486
H (4.20751, 2.69576, -2.45624)  0.262
H (0.00038, -4.52647, 5.84317)  0.402
H (-4.03527, -0.31366, 4.26967)  0.504
H (-3.67126, -1.99928, 0.93168)  0.401
H (-5.29228, -0.23432, 0.14974)  0.439
H (3.43107, -0.90873, -1.83385)  -0.179
H (0.85668, 2.78667, 1.41803)  0.718
H (-5.16809, 0.93379, 3.72633)  0.565
H (2.32945, 0.81227, -5.06814)  0.322
H (4.86512, 1.80003, -3.83364)  0.550
H (-5.92064, 0.98562, 1.27038)  0.577
H (-0.57290, 3.74424, -1.78673)  0.308
H (-0.64408, 0.65237, -4.19752)  -0.032
H (-1.54051, -1.94109, 3.73606)  0.423
H (-1.38242, 2.18531, -1.93103)  -0.173
H (4.39921, 0.47259, -1.30279)  0.307
H (-1.61618, 3.41039, -3.17271)  0.682
H (-1.80406, 1.01940, 0.04343)  -1.394
H (1.65818, -6.30592, 1.46098)  0.513
H (3.71012, -0.24403, -4.75124)  0.505
H (1.65297, 3.35679, -4.77082)  0.415
H (-2.93510, -0.25166, -0.48053)  0.723
H (-1.69954, -4.31860, 5.41803)  0.314
H (2.46613, -0.76094, 3.77912)  0.549
H (-0.28099, 2.77829, 0.06005)  0.063
H (-0.73749, -2.91620, 5.87799)  0.362
H (0.37556, 1.25723, 0.65855)  -0.143
H (3.35963, -2.07292, -0.22642)  0.330
H (-2.70863, 2.85236, 1.66442)  0.364
H (4.81175, -0.38588, -2.79181)  0.662
H (-5.50014, -1.18068, 2.44902)  0.263
H (3.97020, 2.20250, -0.34987)  0.503
H (1.01453, -5.34199, 3.81656)  0.305
H (-4.40204, 2.76319, 2.17144)  0.575
H (-2.87871, 1.87813, 3.94163)  0.349
H (3.14567, 2.48879, 1.18583)  0.605
H (1.62934, 4.22433, -3.23833)  0.293
H (-1.02139, 2.18217, -4.99404)  0.477
H (4.41439, -2.04441, 2.29702)  0.490
H (-1.56048, -0.12447, 3.56068)  0.626
H (2.09995, -0.69867, -4.17153)  0.187
H (2.84081, -4.99379, 1.50079)  0.271
H (3.07603, 0.89126, 0.42174)  0.205
H (-1.08855, 1.09771, 2.38221)  0.232
H (0.59874, -0.31049, 2.11428)  -0.437
H (1.13774, 4.41868, -1.17957)  0.421
H (3.43089, 2.80895, -4.03940)  0.229
H (-3.24186, -2.09438, 2.63047)  0.707
H (0.54873, 1.41912, -5.23434)  0.411
H (1.75372, -5.14716, 0.11607)  0.199
H (2.85121, 4.09878, -1.47729)  0.341

[3]
Entry from OMol25: 3 unconnected molecules or ions with the total composition C34H55N2O9 (ωB97M-V/def2-TZVPD).

Computed properties:
Energy (eV): -57551.748
Max |F| (eV/A): 1.9
Orbital gap (eV): 7.641
E_LUMO (eV): -2.72
HOMO energy (Eh): -0.3806
Net charge: +1

Each line ends with the Mulliken charge.
Cartesian coordinates (Å):
O (4.21515, 3.37432, -3.75696)  -0.550
O (3.20274, 2.47208, -5.55326)  -0.326
O (4.79876, 2.02117, 0.57994)  -0.488
O (2.33064, -0.67101, 0.29406)  -0.212
O (5.13337, -8.99851, 2.33916)  -0.327
O (2.55237, 4.46955, -4.81417)  -0.343
O (-2.82017, -0.81711, -3.43862)  -0.586
O (4.34974, -7.56865, 3.85413)  -0.306
O (4.10110, -7.11537, 1.66379)  -0.477
N (-1.74628, 1.75905, 0.20720)  1.032
N (-3.79537, -0.02107, -1.55371)  0.447
C (3.30021, -4.16232, 0.90769)  -0.507
C (-6.15927, 3.27932, 2.26880)  -0.916
C (-2.79664, 3.24588, 1.90849)  -0.452
C (-2.19915, 1.81099, -2.21468)  -0.976
C (-3.51562, -2.46959, -1.90433)  -1.237
C (-5.16565, -0.24311, -1.02223)  -0.590
C (3.83392, -4.10435, 2.19953)  -0.301
C (-5.01408, 4.09116, 2.91186)  -0.632
C (-0.68698, 1.36176, 1.15325)  -2.562
C (-3.33817, -1.05258, -2.38272)  0.379
C (3.87733, -2.85948, 2.84389)  -0.845
C (-0.65176, -0.99934, 0.16309)  -0.068
C (0.85128, 2.43441, -1.17916)  -1.848
C (2.81563, -1.79837, 0.93570)  0.400
C (1.41180, 0.10637, 1.02681)  -3.366
C (1.90467, 4.28810, -6.07945)  -0.309
C (2.73269, 3.35476, 0.28394)  -0.960
C (5.64452, -9.44525, 3.60025)  -0.304
C (-0.18330, -1.84594, -1.02840)  -1.631
C (-3.00786, 2.28666, 0.72577)  -0.779
C (4.48991, -7.82779, 2.53223)  0.620
C (2.79451, -3.02663, 0.27323)  -0.448
C (2.36203, 2.38339, -0.86672)  0.170
C (3.40336, 3.43181, -4.62188)  0.721
C (-3.63878, 1.27828, -2.21665)  -1.707
C (3.37033, -1.72471, 2.21717)  -0.076
C (3.84403, 2.84231, 1.21098)  -0.829
C (-3.86536, 4.36450, 1.93389)  -1.033
C (-1.37799, 1.55774, -1.00936)  0.272
C (-5.18612, -0.88056, 0.37925)  -0.978
C (0.07702, 0.33944, 0.31075)  3.576
C (2.01376, 2.79027, -6.28211)  -0.242
C (4.73026, -8.74220, 4.58293)  -0.300
C (0.07137, 1.08468, -1.03805)  0.075
H (-3.99325, 1.24665, -3.24422)  0.440
H (4.32840, 3.71116, 1.66493)  0.418
H (0.21661, 0.51409, -1.94751)  0.965
H (-3.35993, 5.27116, 2.25698)  0.422
H (-0.55311, -1.57616, 1.08064)  0.826
H (4.20708, -4.97593, 2.70125)  0.280
H (-0.10307, 2.19238, 1.53010)  0.309
H (2.41275, -3.12359, -0.72974)  0.435
H (-5.82492, -1.75804, 0.37419)  0.297
H (2.98624, 4.31346, -0.16055)  0.464
H (-2.85073, 2.68404, 2.83461)  0.511
H (-1.65537, 1.50442, -3.09898)  0.685
H (1.87865, 1.06556, 1.24554)  0.120
H (-3.47279, 2.86443, -0.06157)  0.498
H (-1.12146, 0.82289, 1.99555)  0.641
H (-1.71882, -0.81032, 0.03387)  -0.443
H (-1.82913, 3.73264, 1.83058)  0.329
H (-5.39104, 5.05673, 3.23600)  0.359
H (5.10948, 2.49009, -0.20045)  0.347
H (-2.76838, -3.06437, -2.41231)  0.411
H (-2.27649, 2.90217, -2.28572)  0.310
H (0.87889, 4.64420, -6.03675)  0.281
H (-4.28012, 1.98355, -1.70435)  0.748
H (-6.06038, 2.22470, 2.51410)  0.160
H (-3.33716, -2.54597, -0.83836)  0.300
H (-0.85493, -1.74113, -1.87487)  0.214
H (3.39609, -0.76731, 2.72109)  0.454
H (-5.71660, 0.68902, -0.99736)  0.508
H (5.22280, -8.47006, 5.51221)  0.273
H (1.17557, 2.24595, -5.84166)  0.172
H (1.85129, 3.51568, 0.90585)  0.207
H (5.59842, -10.52849, 3.66704)  0.293
H (-4.19526, -1.23613, 0.64203)  0.227
H (-4.62992, 3.59016, 3.79430)  0.380
H (-4.22528, 4.54856, 0.92424)  0.354
H (2.11762, 2.50109, -7.32395)  0.311
H (4.31504, -2.79114, 3.82720)  0.381
H (-6.08774, 3.36400, 1.18641)  0.229
H (3.83314, -9.32077, 4.80786)  0.266
H (2.44869, 4.85399, -6.83647)  0.295
H (-7.13229, 3.65513, 2.55941)  0.395
H (1.18343, -0.34131, 1.99404)  1.046
H (3.29055, -5.11525, 0.40271)  0.454
H (2.73483, 1.37953, -0.70136)  0.291
H (0.80234, -1.56352, -1.38052)  0.470
H (-4.51576, -2.80864, -2.15675)  0.397
H (0.33476, 3.20862, -0.61446)  0.499
H (-5.52774, -0.19223, 1.14550)  0.242
H (6.68308, -9.12395, 3.69113)  0.257
H (-3.63037, 1.45425, 1.04244)  -0.058
H (-5.69064, -0.91131, -1.70078)  0.542
H (-0.12058, -2.89117, -0.74937)  0.380
H (3.39183, 2.30667, 2.04039)  0.351
H (2.87690, 2.75982, -1.74176)  0.341
H (0.74450, 2.71149, -2.22711)  0.534

Q: energy of number 1 (C34H54N4P2Si2V)?
A: -102111.263 eV

Q: Which of these has the lowest max |F|?
A: C34H55HfN4SSe3SiTe

Q: The lowest energy belongs to which entry?
A: C34H55HfN4SSe3SiTe